Entry from the Open Molecules 2025 dataset: C43H55ClN5O2PS3Sr as an isolated structure (wB97M-V/def2-TZVPD).

Last column: Mulliken charge in e.
Atoms and positions in Å:
Sr 0.923 1.571 0.386  1.9491
Cl 8.619 2.138 1.165  -0.2450
C 6.961 1.784 0.769  0.0053
C 6.640 0.562 0.166  -0.8122
C 5.339 0.264 -0.149  -0.4323
C 4.273 1.159 0.127  -0.6121
O 3.057 0.836 -0.160  1.2455
C 4.628 2.402 0.731  1.4188
C 3.674 3.440 1.052  -0.8118
O 2.457 3.418 0.899  -0.5691
C 5.971 2.686 1.042  -1.1288
H 7.429 -0.149 -0.044  0.4571
H 5.086 -0.690 -0.596  0.3451
H 4.128 4.358 1.466  0.1755
H 6.218 3.633 1.508  0.4099
C 3.991 -0.819 2.820  -1.3780
C 2.878 -1.705 3.362  0.3594
C 3.400 -3.105 3.697  -1.6534
C 1.687 -1.817 2.436  0.3914
C 0.414 -1.894 2.971  -0.7654
C -0.737 -2.045 2.202  0.7864
C -2.015 -1.995 3.043  0.6060
C -3.312 -2.565 2.476  -1.8666
C -2.194 -0.565 3.576  -1.5656
C -0.600 -2.185 0.806  0.8143
C 0.695 -2.188 0.252  -0.0424
C 1.804 -1.944 1.059  0.2843
C 0.948 -2.659 -1.168  1.0679
C 1.984 -1.826 -1.921  -2.3345
C 1.386 -4.128 -1.148  -1.7620
C -1.752 -2.630 -0.061  -0.1775
C -2.005 -4.003 0.036  -0.4035
C -3.030 -4.620 -0.653  -1.2659
C -3.846 -3.857 -1.471  -1.1100
C -3.592 -2.504 -1.606  -0.8898
C -2.542 -1.856 -0.942  0.3139
P -2.179 -0.077 -1.308  1.6672
C -3.759 0.848 -0.832  2.3973
C -3.726 2.242 -1.472  -1.9017
C -5.111 0.191 -1.127  -2.0654
C -3.676 1.030 0.682  -1.7959
C -2.038 0.007 -3.212  2.2179
C -1.075 -1.101 -3.639  -2.0628
C -1.367 1.343 -3.567  -1.9128
C -3.301 -0.109 -4.070  -1.9403
H 4.770 -0.692 3.574  0.5355
H 3.612 0.170 2.558  -0.0119
H 4.461 -1.250 1.933  0.2055
H 2.519 -1.245 4.285  0.1650
H 3.769 -3.605 2.797  0.2937
H 2.614 -3.727 4.128  0.3866
H 4.222 -3.047 4.414  0.4540
H 0.305 -1.795 4.047  0.4976
H -1.786 -2.613 3.917  0.5713
H -3.678 -2.037 1.595  0.2187
H -4.082 -2.497 3.247  0.4890
H -3.207 -3.615 2.203  0.4230
H -2.131 0.165 2.773  0.2148
H -1.407 -0.313 4.288  0.3035
H -3.161 -0.451 4.071  0.4894
H 2.786 -1.927 0.603  0.1903
H 0.010 -2.615 -1.717  -0.6544
H 2.997 -2.039 -1.574  0.6543
H 1.823 -0.757 -1.793  0.3261
H 1.950 -2.054 -2.988  0.5098
H 2.307 -4.241 -0.571  0.3099
H 1.572 -4.488 -2.163  0.4614
H 0.625 -4.764 -0.696  0.3259
H -1.378 -4.586 0.700  0.7652
H -3.197 -5.684 -0.542  0.3708
H -4.668 -4.309 -2.011  0.4396
H -4.234 -1.935 -2.256  0.3421
H -3.998 2.218 -2.527  0.3074
H -2.747 2.716 -1.375  0.0408
H -4.454 2.876 -0.959  0.6094
H -5.268 -0.031 -2.179  0.2812
H -5.901 0.882 -0.817  0.5587
H -5.242 -0.728 -0.556  0.3529
H -2.792 1.600 0.969  0.1126
H -3.655 0.075 1.204  0.1001
H -4.555 1.580 1.031  0.7004
H -0.122 -1.012 -3.121  0.2181
H -0.877 -1.007 -4.711  0.6763
H -1.484 -2.096 -3.457  0.3139
H -0.533 1.564 -2.903  0.1090
H -2.059 2.184 -3.537  0.3238
H -0.975 1.279 -4.586  0.6529
H -3.768 -1.088 -4.007  0.3086
H -3.014 0.038 -5.117  0.5228
H -4.039 0.655 -3.834  0.3505
N 2.690 1.818 -2.933  -0.2500
C 1.877 2.890 -2.735  -0.2684
N 1.004 2.942 -1.766  1.3012
C 0.317 4.142 -1.776  -0.6360
C 0.645 4.983 -2.783  -0.4982
S 1.882 4.283 -3.760  -0.2744
C -0.640 4.429 -0.696  -0.8534
C -1.376 5.558 -0.573  -0.6305
S -2.250 5.532 0.917  -0.2942
C -1.541 3.997 1.287  -0.4008
N -0.767 3.527 0.344  1.5620
N -1.781 3.329 2.442  -0.1256
H 2.905 1.295 -2.081  -0.2030
H 3.466 1.943 -3.561  0.2838
H 0.261 5.967 -2.989  0.4668
H -1.444 6.397 -1.243  0.4778
H -2.201 3.835 3.202  0.2533
H -1.075 2.641 2.711  -0.1492
S 1.693 1.168 5.376  -0.4063
C 1.076 1.298 3.883  -0.1847
N 0.597 1.398 2.812  -0.3935

Properties
- ΔE to the lowest compared entry with this formula, charge and spin: 0.0 kJ/mol
- LUMO: 0.1 eV
- Charge: 0